(1)
DFT (the ωB97M-V functional and the def2-TZVPD basis) results for C33H64BIN5O15 as an isolated structure.

Computed properties:
* LUMO: -0.1270 Ha
* Kohn-Sham gap: 0.296 hartree
* total charge: +1

Cartesian coordinates (Å):
C: -3.878 -2.802 2.700
C: -2.506 -3.345 2.357
N: -1.925 -4.029 3.255
C: -1.841 -3.041 0.990
C: -2.296 -1.698 0.465
C: -3.479 -1.586 -0.201
C: -4.481 -2.651 -0.569
C: -4.456 -2.849 -2.088
N: -5.433 -2.741 -2.879
N: -3.536 -0.210 -0.472
I: -5.172 0.551 -1.431
C: -2.489 0.434 -0.020
C: -2.332 1.928 -0.162
O: -2.153 2.530 1.128
O: -2.739 1.753 2.133
N: -1.662 -0.475 0.559
B: -0.325 -0.227 1.189
N: 0.377 1.003 0.987
O: 0.255 -1.162 2.025
H: -3.946 -1.727 2.490
H: -4.119 -3.019 3.741
H: -4.677 -3.285 2.104
H: -1.013 -4.335 2.903
H: -2.157 -3.825 0.293
H: -0.756 -3.109 1.069
H: -5.483 -2.420 -0.192
H: -4.180 -3.592 -0.099
H: -3.472 -3.090 -2.510
H: -6.269 -2.495 -2.342
H: -3.218 2.385 -0.617
H: -1.458 2.191 -0.767
H: -3.679 1.989 2.205
H: 1.381 0.805 0.981
H: 0.193 1.365 0.054
H: 0.988 -1.598 1.571
O: 3.521 -0.215 1.915
C: 4.106 0.703 2.442
O: 3.551 1.915 2.429
C: 4.064 3.041 3.174
C: 5.163 3.740 2.400
C: 5.481 0.521 3.029
H: 4.380 2.738 4.172
H: 3.229 3.713 3.308
H: 6.017 3.083 2.229
H: 5.508 4.618 2.938
H: 4.797 4.049 1.420
H: 6.220 0.592 2.232
H: 5.535 -0.469 3.479
H: 5.724 1.232 3.814
O: -3.241 1.170 -3.150
C: -2.188 0.746 -3.586
O: -1.354 1.592 -4.182
C: -0.013 1.252 -4.580
C: 0.008 0.587 -5.939
C: -1.848 -0.720 -3.546
H: 0.479 0.652 -3.813
H: 0.527 2.196 -4.628
H: -0.539 -0.356 -5.935
H: 1.033 0.388 -6.252
H: -0.467 1.227 -6.682
H: -2.324 -1.216 -4.391
H: -2.239 -1.139 -2.622
H: -0.781 -0.926 -3.557
O: -6.357 -5.268 1.548
C: -7.490 -4.995 1.847
O: -7.730 -3.868 2.539
C: -9.045 -3.356 2.796
C: -9.663 -3.999 4.020
C: -8.630 -5.933 1.539
H: -9.677 -3.450 1.911
H: -8.916 -2.289 2.973
H: -9.794 -5.073 3.888
H: -10.636 -3.557 4.233
H: -9.016 -3.860 4.886
H: -8.676 -6.698 2.313
H: -8.432 -6.408 0.581
H: -9.597 -5.444 1.454
O: 10.229 0.414 3.547
C: 10.020 -0.512 2.814
O: 9.615 -0.272 1.551
C: 9.504 -1.282 0.545
C: 8.169 -1.990 0.627
C: 10.115 -1.938 3.302
H: 10.348 -1.973 0.587
H: 9.581 -0.761 -0.408
H: 8.048 -2.510 1.578
H: 8.065 -2.718 -0.178
H: 7.357 -1.265 0.553
H: 9.184 -2.204 3.800
H: 10.932 -1.999 4.017
H: 10.327 -2.662 2.519
O: -0.199 -1.868 -10.258
C: -1.332 -1.616 -9.963
O: -1.586 -0.536 -9.192
C: -2.898 -0.035 -8.925
C: -3.547 -0.761 -7.764
C: -2.472 -2.525 -10.358
H: -3.514 -0.058 -9.825
H: -2.765 1.015 -8.666
H: -3.683 -1.822 -7.977
H: -4.521 -0.328 -7.537
H: -2.915 -0.691 -6.876
H: -2.535 -3.345 -9.643
H: -2.257 -2.929 -11.345
H: -3.436 -2.027 -10.425
O: 3.584 5.596 4.163
C: 4.145 6.526 4.685
O: 3.565 7.732 4.667
C: 4.051 8.861 5.404
C: 5.136 9.596 4.645
C: 5.524 6.375 5.280
H: 4.370 8.563 6.404
H: 3.193 9.517 5.536
H: 6.010 8.966 4.478
H: 5.452 10.484 5.194
H: 4.770 9.901 3.664
H: 6.264 6.459 4.484
H: 5.596 5.388 5.732
H: 5.751 7.095 6.062

***

(2)
DFT (the ωB97M-V functional and the def2-TZVPD basis) results for one molecule with the formula C6H13N.

Computed properties:
* LUMO: 0.0398 Ha
* Kohn-Sham gap: 0.350 hartree

Cartesian coordinates (Å):
C: -1.675 1.686 0.378
C: -0.536 0.672 0.702
N: -0.577 -0.374 -0.245
C: -1.194 -1.648 -0.078
C: 0.756 0.037 -0.065
C: 1.733 -1.077 0.404
C: 1.408 0.954 -1.070
H: -2.544 1.077 0.058
H: -2.018 2.265 1.247
H: -1.485 2.371 -0.455
H: -0.421 0.524 1.777
H: -1.068 -2.206 -1.008
H: -0.837 -2.248 0.772
H: -2.261 -1.445 0.067
H: 2.766 -0.730 0.519
H: 1.440 -1.616 1.311
H: 1.780 -1.845 -0.396
H: 0.647 1.591 -1.521
H: 1.957 0.424 -1.858
H: 2.129 1.590 -0.541

***

(3)
DFT (the ωB97M-V functional and the def2-TZVPD basis) results for one molecule with the formula C2H3NOS.

Computed properties:
* LUMO: 0.0126 Ha
* Kohn-Sham gap: 0.379 hartree

Cartesian coordinates (Å):
C: 0.231 -0.372 -0.677
C: -0.576 -2.844 -0.685
N: -0.293 -1.714 -0.781
O: -0.775 0.560 -0.385
S: -0.723 1.497 0.974
H: 0.819 -0.257 -1.735
H: 1.094 -0.509 0.126
H: -1.474 0.661 1.923